Entry 1:
This record from the OMol25 dataset describes a molecular structure, C46H40N6O4SSeSiTl. The level of theory is wB97M-V/def2-TZVPD.

```
100
Properties=species:S:1:pos:R:3:mulliken_charge:R:1
Tl 0.13 -1.01 0.76 0.621
O 0.22 4.06 -1.56 -0.718
C 0.51 3.34 -0.62 0.125
N -0.37 3.19 0.41 -0.684
C -1.79 3.19 0.36 0.174
C -2.89 3.72 -0.25 -0.909
C -4.10 3.22 0.25 -0.756
C -4.16 2.28 1.27 -0.731
C -3.02 1.73 1.87 -0.985
C -1.86 2.23 1.36 0.916
N -0.41 2.15 1.42 1.995
C 0.31 2.36 2.58 -0.197
O 1.18 3.19 2.69 -0.641
C -0.06 1.41 3.68 0.430
C 0.09 1.82 5.00 -0.893
C -0.24 0.92 6.00 -0.654
C -0.68 -0.34 5.65 -0.931
C -0.78 -0.67 4.30 -0.229
N -0.49 0.19 3.33 0.800
C 1.87 2.71 -0.50 0.576
C 2.93 3.40 -1.07 -0.539
C 4.20 2.86 -0.95 -0.837
C 4.35 1.65 -0.31 -0.957
C 3.21 1.01 0.19 -0.196
N 2.00 1.54 0.11 0.866
H -2.84 4.44 -1.06 0.488
H -5.03 3.59 -0.17 0.388
H -5.13 1.93 1.60 0.557
H -3.09 0.95 2.63 0.355
H 0.45 2.82 5.21 0.517
H -0.15 1.20 7.04 0.415
H -0.94 -1.07 6.40 0.428
H -1.11 -1.65 3.98 0.221
H 2.75 4.34 -1.58 0.556
H 5.06 3.38 -1.36 0.379
H 5.31 1.17 -0.20 0.500
H 3.26 0.03 0.64 0.006
C 2.97 -0.17 3.79 -0.617
Si 3.34 -1.78 2.90 0.033
C 5.14 -1.75 2.32 -1.060
C 3.26 -3.12 4.23 -1.363
N 2.29 -1.99 1.57 0.978
C 2.41 -3.12 0.78 -0.615
C 2.20 -4.42 1.29 -0.829
C 2.33 -5.56 0.53 -0.988
C 2.67 -5.48 -0.81 -0.661
C 2.85 -4.23 -1.37 -0.209
C 2.69 -3.08 -0.61 0.621
O 2.93 -1.86 -1.22 -0.400
C 2.22 -1.54 -2.34 0.262
C 1.06 -2.20 -2.74 0.186
C 0.40 -1.78 -3.88 -0.758
C 0.85 -0.71 -4.63 -0.353
C 2.01 -0.05 -4.22 -0.598
C 2.69 -0.46 -3.09 -0.694
H 3.82 0.11 4.41 0.565
H 2.10 -0.29 4.44 0.059
H 2.77 0.65 3.11 0.049
H 5.84 -1.69 3.16 0.414
H 5.33 -0.89 1.67 0.148
H 5.37 -2.65 1.75 0.311
H 3.88 -2.84 5.09 0.363
H 3.62 -4.08 3.86 0.341
H 2.24 -3.26 4.58 0.333
H 1.91 -4.49 2.33 0.579
H 2.15 -6.53 0.99 0.390
H 2.78 -6.38 -1.41 0.383
H 3.11 -4.13 -2.42 0.458
H 0.67 -3.03 -2.16 0.569
H -0.51 -2.30 -4.18 0.336
H 0.32 -0.38 -5.51 0.358
H 2.37 0.80 -4.78 0.411
H 3.59 0.04 -2.76 0.420
O -1.13 0.91 -1.39 0.223
S -2.00 0.02 -2.21 0.195
C -3.69 0.17 -1.61 0.290
C -4.67 0.97 -2.18 -0.367
C -5.95 0.97 -1.63 -0.707
C -6.22 0.19 -0.51 -0.566
C -5.23 -0.59 0.06 -0.480
C -3.96 -0.61 -0.50 -0.289
C -2.18 0.83 -3.80 0.158
C -2.78 0.15 -4.85 -0.361
C -2.84 0.75 -6.09 -0.748
C -2.30 2.02 -6.28 -0.455
C -1.69 2.68 -5.22 -0.734
C -1.63 2.08 -3.97 -0.106
H -4.46 1.59 -3.04 0.421
H -6.72 1.59 -2.07 0.406
H -7.22 0.20 -0.09 0.377
H -5.43 -1.18 0.94 0.434
H -3.20 -1.24 -0.05 0.030
H -3.19 -0.84 -4.69 0.497
H -3.31 0.23 -6.92 0.390
H -2.34 2.49 -7.26 0.382
H -1.26 3.66 -5.37 0.447
H -1.14 2.57 -3.13 0.440
Se -2.37 -3.20 1.99 -0.327
C -3.40 -1.93 2.78 0.317
N -4.06 -1.12 3.30 -0.747
```

Summary:
Spin multiplicity: 1
Relative energy (zero: lowest compared OMol25 entry of this formula, charge and spin), kcal/mol: 27.7
Net charge: -1
Orbital gap, eV: 6.80

Entry 2:
This record from the OMol25 dataset describes 3 unconnected molecules or ions with the total composition C46H40O9S in a non-equilibrium geometry. The level of theory is wB97M-V/def2-TZVPD.

```
96
Properties=species:S:1:pos:R:3:mulliken_charge:R:1
C -5.57 -5.54 -4.73 0.343
C -4.53 -6.01 -4.27 -1.405
C -3.07 -6.42 -3.86 1.729
C -2.52 -6.06 -2.42 -1.343
C -2.87 -4.63 -1.87 0.719
C -1.70 -3.76 -1.43 -0.448
C -1.87 -2.37 -0.88 -0.645
C -3.25 -1.77 -0.78 -0.416
C -4.41 -2.61 -1.20 -0.578
C -4.24 -4.03 -1.72 -0.171
O -3.20 -7.89 -3.76 -0.592
S -3.33 -8.58 -5.27 1.222
O -2.49 -9.79 -5.23 -0.623
O -4.71 -8.91 -5.67 -0.588
O -2.61 -7.30 -6.07 -0.333
C -2.14 -6.24 -5.15 1.271
C -2.30 -4.95 -6.07 -1.475
C -2.53 -3.58 -5.29 -0.771
C -1.19 -2.87 -4.79 1.165
C -0.13 -2.59 -5.94 -1.234
C -1.64 -1.48 -4.12 -1.380
C -0.57 -6.61 -5.04 -0.741
O -0.20 -7.69 -5.89 -0.353
C 0.38 -7.25 -7.13 -0.627
H -6.35 -4.97 -5.30 0.391
H -1.40 -6.21 -2.33 0.250
H -3.01 -6.81 -1.70 0.417
H -0.64 -4.16 -1.48 0.209
H -0.98 -1.76 -0.55 0.462
H -3.39 -0.71 -0.40 0.385
H -5.44 -2.15 -1.10 0.302
H -5.15 -4.63 -1.99 0.407
H -1.35 -4.88 -6.69 0.326
H -3.17 -5.15 -6.77 0.400
H -2.99 -2.85 -6.05 0.465
H -3.27 -3.63 -4.44 0.196
H -0.70 -3.59 -4.05 -0.118
H 0.73 -2.01 -5.47 0.388
H -0.56 -2.07 -6.85 0.281
H 0.29 -3.60 -6.26 0.265
H -2.69 -1.61 -3.69 0.223
H -1.76 -0.68 -4.93 0.424
H -0.92 -1.13 -3.32 0.274
H 0.06 -5.67 -5.21 0.383
H -0.29 -6.95 -3.98 0.151
H 0.97 -6.28 -7.05 0.287
H 0.99 -8.09 -7.60 0.276
H -0.45 -7.03 -7.89 0.222
O -0.11 4.27 5.39 -0.684
C -0.46 3.68 4.38 0.450
C -1.40 4.31 3.42 0.349
C -1.87 5.60 3.67 -0.624
C -2.72 6.21 2.76 -0.521
C -3.10 5.55 1.60 -0.518
C -2.65 4.25 1.36 -0.577
C -1.80 3.63 2.27 0.273
C -1.34 2.24 2.02 0.433
O -1.73 1.63 1.04 -0.727
C -0.39 1.62 2.96 0.189
C 0.09 0.33 2.72 -0.592
C 1.01 -0.25 3.58 -0.575
C 1.46 0.46 4.69 -0.561
C 0.98 1.73 4.95 -0.763
C 0.05 2.32 4.09 0.604
H -1.57 6.13 4.57 0.491
H -3.08 7.22 2.95 0.408
H -3.75 6.03 0.88 0.404
H -2.95 3.74 0.46 0.487
H -0.26 -0.22 1.85 0.732
H 1.37 -1.25 3.38 0.418
H 2.19 0.01 5.36 0.414
H 1.34 2.28 5.82 0.502
O 5.75 3.82 5.17 -0.679
C 5.45 5.00 5.23 0.498
C 6.32 5.96 5.96 0.207
C 7.49 5.50 6.56 -0.556
C 8.33 6.40 7.21 -0.466
C 8.00 7.75 7.27 -0.460
C 6.82 8.20 6.70 -0.548
C 5.97 7.31 6.05 0.190
C 4.70 7.79 5.45 0.603
O 4.38 8.96 5.57 -0.670
C 3.85 6.84 4.70 0.229
C 2.67 7.29 4.11 -0.849
C 1.88 6.42 3.38 -0.413
C 2.26 5.08 3.24 -0.484
C 3.43 4.63 3.84 -0.617
C 4.22 5.50 4.58 0.188
H 7.76 4.45 6.51 0.461
H 9.25 6.05 7.67 0.393
H 8.66 8.45 7.77 0.395
H 6.56 9.25 6.75 0.461
H 2.38 8.33 4.21 0.465
H 0.97 6.77 2.91 0.494
H 1.65 4.40 2.66 0.641
H 3.71 3.59 3.73 0.517
```

Summary:
SMILES string: C#C[C@@]1(Cc2ccccc2)OS(=O)(=O)O[C@]1(CCC(C)C)COC.O=C1c2ccccc2C(=O)c2ccccc21.O=C1c2ccccc2C(=O)c2ccccc21
Spin multiplicity: 1
Orbital gap, eV: 7.93

Entry 3:
This record from the OMol25 dataset describes a molecular structure, C46H41AlBrO31P2S in a non-equilibrium geometry. The level of theory is wB97M-V/def2-TZVPD.

```
123
Properties=species:S:1:pos:R:3:mulliken_charge:R:1
C -3.86 0.42 6.13 -1.515
C -2.68 0.58 5.16 -0.130
P -2.31 -0.94 4.16 0.310
C -3.86 -1.94 4.05 -0.644
C -4.90 -1.60 2.96 -1.067
Al -1.40 -0.37 2.11 -0.474
S -2.70 -0.06 0.29 -0.430
Br -0.16 1.63 2.52 0.192
P 0.25 -1.95 1.48 0.894
O 1.26 -1.42 0.52 -0.934
O 0.98 -2.35 2.89 -0.513
O -0.33 -3.40 1.00 -0.380
H -4.82 0.34 5.61 0.308
H -3.73 -0.47 6.75 0.359
H -3.90 1.28 6.82 0.395
H -2.82 1.48 4.55 0.313
H -1.78 0.78 5.76 0.236
H -4.35 -1.86 5.03 0.468
H -3.54 -2.98 3.96 0.292
H -4.84 -0.56 2.65 0.170
H -5.91 -1.77 3.34 0.366
H -4.78 -2.24 2.08 0.300
H -3.53 0.93 0.61 0.064
H 0.27 -2.37 3.55 0.188
H -1.08 -3.23 0.43 0.238
C -1.03 -6.63 4.87 -1.126
C -0.56 -7.72 5.49 0.408
C 0.84 -7.78 6.06 1.132
O 1.16 -8.82 6.62 -0.661
C 1.71 -6.64 5.89 -0.942
C 1.25 -5.54 5.26 0.332
C -0.17 -5.47 4.74 0.613
O -0.52 -4.42 4.23 -0.129
O 1.99 -4.48 5.04 -0.559
O -1.26 -8.83 5.68 -0.602
H -2.03 -6.58 4.48 0.449
H 2.72 -6.71 6.28 0.445
H 1.47 -3.84 4.51 0.322
H -0.66 -9.44 6.16 0.365
C 2.50 1.57 -3.13 -0.981
C 1.82 1.18 -2.03 0.599
C 0.46 1.77 -1.70 0.537
O -0.07 1.41 -0.67 0.315
C -0.11 2.76 -2.60 -1.250
C 0.57 3.12 -3.69 0.353
C 1.92 2.53 -4.02 1.313
O 2.44 2.93 -5.06 -0.754
O 0.15 4.01 -4.58 -0.645
O 2.28 0.28 -1.20 -0.584
H 3.47 1.17 -3.38 0.502
H -1.08 3.17 -2.35 0.536
H 0.85 4.06 -5.25 0.335
H 1.61 0.07 -0.51 0.236
C 2.82 5.48 4.96 -0.812
C 2.13 4.32 4.86 0.298
C 0.83 4.10 5.60 1.007
O 0.30 3.03 5.44 -0.479
C 0.32 5.17 6.44 -1.275
C 1.01 6.32 6.53 0.448
C 2.30 6.54 5.79 1.171
O 2.84 7.63 5.94 -0.692
O 0.63 7.36 7.27 -0.608
O 2.51 3.31 4.11 -0.633
H 3.75 5.65 4.43 0.481
H -0.61 5.01 6.97 0.452
H 1.32 8.03 7.13 0.366
H 1.81 2.62 4.16 0.161
C -3.71 -2.89 -4.29 -0.780
C -3.83 -2.38 -3.05 0.204
C -5.15 -1.91 -2.50 0.844
O -5.11 -1.54 -1.34 -0.493
C -6.33 -1.96 -3.35 -1.194
C -6.20 -2.45 -4.58 0.306
C -4.89 -2.97 -5.12 1.017
O -4.91 -3.42 -6.26 -0.657
O -7.21 -2.56 -5.44 -0.601
O -2.83 -2.23 -2.20 -0.103
H -2.77 -3.25 -4.70 0.596
H -7.26 -1.60 -2.94 0.450
H -6.82 -2.96 -6.25 0.376
H -3.18 -1.75 -1.41 -0.080
C 2.51 5.93 0.44 -1.324
C 2.14 7.10 0.98 0.408
C 0.76 7.33 1.55 1.230
O 0.54 8.43 2.02 -0.696
C -0.19 6.24 1.50 -0.913
C 0.17 5.06 0.97 0.395
C 1.56 4.84 0.40 0.946
O 1.79 3.75 -0.06 -0.390
O -0.64 4.03 0.91 -0.486
O 2.93 8.17 1.06 -0.626
H 3.50 5.77 0.02 0.498
H -1.18 6.42 1.91 0.502
H -0.16 3.26 0.54 -0.201
H 2.40 8.86 1.50 0.362
C 4.08 1.13 -10.70 -1.063
C 4.07 0.14 -9.80 0.317
C 3.52 0.32 -8.41 1.171
O 3.55 -0.65 -7.68 -0.636
C 3.00 1.62 -8.03 -1.020
C 3.01 2.61 -8.93 0.264
C 3.55 2.42 -10.33 0.986
O 3.50 3.39 -11.07 -0.649
O 2.56 3.83 -8.68 -0.550
O 4.54 -1.08 -10.04 -0.583
H 4.48 1.01 -11.70 0.417
H 2.62 1.75 -7.02 0.611
H 2.69 4.34 -9.51 0.362
H 4.40 -1.58 -9.21 0.376
C 1.38 -4.81 -0.72 -1.075
C 2.60 -5.10 -1.17 0.341
C 3.11 -4.61 -2.51 1.147
O 4.25 -4.93 -2.81 -0.667
C 2.24 -3.80 -3.34 -1.063
C 1.02 -3.50 -2.89 0.177
C 0.51 -3.99 -1.55 1.267
O -0.63 -3.67 -1.27 -0.699
O 0.13 -2.77 -3.54 -0.594
O 3.48 -5.83 -0.51 -0.617
H 1.00 -5.15 0.23 0.510
H 2.62 -3.46 -4.29 0.554
H -0.65 -2.70 -2.94 0.305
H 4.28 -5.86 -1.07 0.365
```

Summary:
Spin multiplicity: 1
Net charge: -1
Orbital gap, eV: 4.99

Entry 4:
This record from the OMol25 dataset describes 9 unconnected molecules or ions with the total composition C46H41N9O14 in a non-equilibrium geometry. The level of theory is wB97M-V/def2-TZVPD.

```
110
Properties=species:S:1:pos:R:3:mulliken_charge:R:1
O 3.03 -3.02 1.93 -0.541
N 2.44 -3.49 2.95 0.981
O 2.80 -3.27 4.08 -0.593
C 1.30 -4.48 2.86 -0.359
C 0.82 -4.79 1.58 0.030
C -0.04 -5.88 1.44 -0.639
C -0.61 -6.48 2.60 -0.753
C -0.30 -5.99 3.87 -0.380
C 0.63 -4.98 3.96 -0.402
H 1.33 -4.42 0.70 0.564
H -0.22 -6.23 0.43 0.646
H -1.13 -7.43 2.57 0.452
H -0.70 -6.43 4.77 0.504
H 0.92 -4.76 4.97 0.485
O -2.06 -1.87 4.02 -0.567
N -2.61 -2.78 3.29 0.884
O -2.41 -2.89 2.05 -0.370
C -3.65 -3.63 3.90 -0.078
C -4.07 -4.88 3.42 -0.061
C -5.12 -5.54 4.02 -0.600
C -5.86 -4.95 5.07 -0.411
C -5.34 -3.82 5.68 -0.543
C -4.29 -3.15 5.08 -0.306
H -3.70 -5.28 2.49 0.512
H -5.50 -6.52 3.75 0.381
H -6.71 -5.42 5.54 0.372
H -5.88 -3.36 6.50 0.360
H -3.93 -2.23 5.51 0.408
O -2.67 4.19 -4.33 -0.527
N -3.25 5.13 -3.68 0.989
O -3.51 6.25 -4.17 -0.539
C -3.76 4.91 -2.38 0.051
C -5.03 5.40 -2.02 -0.466
C -5.41 5.39 -0.70 -0.510
C -4.71 4.68 0.28 -0.585
C -3.46 4.13 -0.03 -0.658
C -2.98 4.26 -1.39 0.037
H -5.58 5.96 -2.76 0.410
H -6.30 5.97 -0.49 0.365
H -4.98 4.55 1.31 0.381
H -2.83 3.74 0.76 0.431
H -2.02 3.78 -1.51 0.586
O 2.43 -10.15 -1.58 -0.602
N 2.25 -9.19 -2.32 0.987
O 1.77 -9.19 -3.41 -0.585
C 2.64 -7.87 -1.79 -0.061
C 2.59 -6.73 -2.62 -0.294
C 2.93 -5.47 -2.10 -0.352
C 3.39 -5.30 -0.77 -0.526
C 3.47 -6.46 0.05 -0.477
C 3.07 -7.67 -0.44 -0.307
H 2.35 -6.73 -3.67 0.419
H 2.77 -4.69 -2.83 0.398
H 3.58 -4.33 -0.33 0.548
H 3.60 -6.28 1.11 0.413
H 2.97 -8.53 0.22 0.444
O 6.53 1.64 -0.37 -0.626
N 5.74 2.16 -1.13 1.050
O 5.60 1.86 -2.30 -0.576
C 4.86 3.30 -0.62 -0.319
C 4.02 4.00 -1.51 0.049
C 3.22 4.99 -1.02 -0.254
C 3.26 5.29 0.38 -0.632
C 4.08 4.60 1.32 -0.901
C 4.89 3.61 0.76 -0.321
H 3.96 3.67 -2.53 0.616
H 2.55 5.52 -1.67 0.451
H 2.79 6.20 0.74 0.415
H 4.10 4.93 2.35 0.543
H 5.49 2.97 1.38 0.491
O 3.44 5.07 -4.63 -0.570
N 2.88 5.98 -5.15 1.018
O 3.37 6.67 -6.05 -0.626
C 1.65 6.50 -4.56 0.254
C 1.17 7.81 -4.84 -0.523
C 0.00 8.18 -4.22 -0.515
C -0.54 7.38 -3.24 -0.569
C -0.12 6.10 -2.96 -0.315
C 0.94 5.65 -3.68 -0.569
H 1.71 8.39 -5.58 0.481
H -0.49 9.12 -4.42 0.393
H -1.40 7.80 -2.73 0.415
H -0.60 5.53 -2.17 0.559
H 1.37 4.66 -3.56 0.595
O 3.67 0.17 -1.30 -0.558
N 2.73 -0.53 -1.06 0.923
O 2.70 -1.79 -1.13 -0.544
C 1.44 0.08 -0.64 -0.768
C 0.30 -0.67 -0.13 -0.627
C -0.89 -0.03 0.14 -0.769
C -0.92 1.36 0.07 -0.220
C 0.13 2.11 -0.39 -0.217
C 1.32 1.43 -0.68 0.266
H 0.40 -1.74 -0.09 0.690
H -1.81 -0.50 0.46 0.474
H -1.90 1.69 0.37 0.186
H 0.00 3.17 -0.55 0.826
H 2.13 2.05 -1.05 0.333
C 0.99 3.02 2.66 -0.084
C 0.79 3.81 3.87 0.111
N 0.69 4.52 4.84 -0.467
H 1.16 3.66 1.79 -0.108
H 0.22 2.27 2.51 0.227
H 1.91 2.46 2.82 0.329
C -4.03 -2.81 -1.05 -0.538
C -2.93 -3.38 -1.82 0.407
N -2.11 -3.85 -2.49 -0.448
H -3.69 -2.46 -0.07 0.013
H -4.89 -3.46 -0.89 0.318
H -4.33 -1.95 -1.64 0.287
```

Summary:
SMILES string: O=[N+]([O-])c1ccccc1.O=[N+]([O-])c1ccccc1.O=[N+]([O-])c1ccccc1.O=[N+]([O-])c1ccccc1.O=[N+]([O-])c1ccccc1.O=[N+]([O-])c1ccccc1.O=[N+]([O-])c1ccccc1.CC#N.CC#N
Spin multiplicity: 1
Relative energy (zero: lowest compared OMol25 entry of this formula, charge and spin), kcal/mol: 83.0
Orbital gap, eV: 8.01

What are the E_HOMO values for these records? In order: -0.168 -0.339 -0.184 -0.355 hartree.